C3H5FOS as an isolated structure. Source: the Open Molecules 2025 dataset; level of theory: the ωB97M-V functional and the def2-TZVPD basis.

Properties
**Total charge**: 0
**LUMO level**: 0.0 eV

Structure (XYZ):
```
11
Properties=species:S:1:pos:R:3:forces:R:3
S -1.611261 -1.028172 -0.219394 -9.1 -0.8 -2.2
F 2.473433 -0.505197 -0.603893 -0.1 0.0 -0.1
O -1.095337 1.572930 -0.122336 -1.0 0.5 -0.5
C 0.386015 -0.376046 0.431568 5.8 -0.6 1.9
C 1.616107 0.070764 0.254386 0.5 0.5 0.6
C -0.978517 0.548947 -0.736705 -0.5 1.0 -0.9
H 2.059637 0.921611 0.762154 0.0 0.1 -0.2
H 0.019780 -1.239763 -0.117055 3.8 0.0 1.3
H -2.145083 -0.559649 0.921409 -0.2 -0.2 -0.2
H -0.456846 0.470531 -1.707666 -0.3 0.0 0.0
H -0.267932 0.124048 1.137529 1.1 -0.5 0.4
```
Positions in Å, forces in eV/Å.

C24H25BrN3O4W as an isolated structure. Source: the Open Molecules 2025 dataset; level of theory: the ωB97M-V functional and the def2-TZVPD basis.

Properties
**Total charge**: +1
**Multiplicity**: 3
**LUMO level (spin up / spin down)**: -4.0 / -4.2 eV

Structure (XYZ):
```
58
Properties=species:S:1:pos:R:3:forces:R:3
W -1.532261 -0.217005 -0.814101 -1.2 -1.0 0.1
Br -0.156535 2.021348 1.119898 0.1 0.2 0.1
O 3.086340 -2.272167 0.334652 0.0 0.0 0.1
O -2.212342 -3.815625 0.960968 -0.1 -0.1 -0.1
O -1.852501 -2.177200 -0.548947 0.0 0.2 0.2
O 0.349683 -0.716107 -1.504894 0.0 0.3 -0.2
N 2.930511 0.001799 -0.880994 0.2 0.2 0.0
N -3.111217 0.453366 -0.506193 0.3 0.2 -0.1
N -1.083511 -0.524332 1.221796 0.2 0.3 -0.1
C 2.595740 1.168383 -1.461706 0.1 -0.1 0.2
C -1.440166 -1.940864 3.075864 0.1 -0.1 0.0
C -1.901255 -2.700821 0.671293 0.1 0.2 0.0
C 5.302082 0.481590 -0.397392 0.1 0.0 0.0
C -1.176381 2.064679 -3.295562 0.0 0.0 0.0
C 4.250832 -1.558206 0.336630 0.0 -0.1 0.0
C -4.407827 1.037808 -0.213472 0.3 -0.1 -0.1
C -0.915380 0.784840 -2.741388 0.2 0.3 -0.2
C 1.049025 2.718328 -2.601614 0.0 -0.1 0.0
C 6.492728 0.070139 0.192922 0.0 0.0 0.0
C 1.366088 1.438322 -2.056163 -0.1 0.1 0.0
C -5.415647 0.524106 -1.238715 0.0 0.0 0.0
C 0.321960 0.465615 -2.138211 0.2 -0.2 0.0
C -0.642548 0.451070 2.008001 0.0 -0.2 0.3
C -0.172551 3.010114 -3.194896 0.0 0.0 0.0
C -0.565657 0.289154 3.378614 0.0 0.1 -0.1
C -0.981292 -0.924334 3.906079 0.0 -0.1 0.2
C 4.179998 -0.323052 -0.323151 -0.2 0.1 -0.1
C -4.277140 2.557564 -0.286550 0.0 0.1 0.0
C -4.781479 0.581822 1.196791 -0.1 0.0 0.1
C 6.558497 -1.147922 0.841888 0.0 0.0 0.0
C 5.436622 -1.971493 0.912982 0.0 0.0 0.0
C -1.463940 -1.703073 1.723513 -0.1 -0.2 0.1
C 3.121859 -3.576891 0.897932 0.0 0.0 0.0
H -5.703535 1.073827 1.509084 0.0 0.0 0.0
H -5.427854 -0.565356 -1.259682 0.0 0.0 0.0
H -3.650276 2.937686 0.522397 0.0 0.0 0.0
H 5.501354 -2.926159 1.414445 0.0 0.0 0.0
H 3.840703 -4.207275 0.372079 0.0 0.0 0.0
H 7.366669 0.703699 0.129092 0.0 0.0 0.0
H -3.998440 0.850837 1.910164 0.0 0.0 0.0
H 2.124762 -3.989109 0.775424 0.0 0.0 0.0
H 7.485390 -1.474776 1.293168 0.0 0.0 0.0
H 2.240046 -0.736033 -0.860417 -0.1 -0.1 0.0
H -0.199480 1.091039 4.002213 0.0 0.0 0.0
H -5.263049 3.016521 -0.201886 0.0 0.0 0.0
H 3.375024 -3.537236 1.959072 0.0 0.0 0.0
H -1.534002 -0.080584 -3.046330 -0.1 -0.1 -0.2
H -0.942816 -1.077429 4.977013 0.0 0.0 0.0
H 3.339124 1.952917 -1.440988 0.0 0.0 0.0
H -0.336099 4.000518 -3.598696 0.0 0.0 0.0
H -5.173298 0.892789 -2.236223 0.0 0.0 0.0
H -2.115207 2.269537 -3.787413 0.0 0.0 0.0
H -4.940322 -0.496981 1.232541 0.0 0.0 0.0
H -1.765196 -2.903809 3.444167 0.0 0.0 0.0
H 5.268926 1.424529 -0.926124 0.0 0.0 0.0
H 1.805901 3.491846 -2.545431 0.0 0.0 0.0
H -6.413746 0.876299 -0.976518 0.0 0.0 0.0
H -3.836912 2.861762 -1.237033 0.0 0.0 0.0
```
Positions in Å, forces in eV/Å.

C4H8N2 as an isolated structure. Source: the Open Molecules 2025 dataset; level of theory: the ωB97M-V functional and the def2-TZVPD basis.

Properties
**Total charge**: +2
**LUMO level**: -10.8 eV

Structure (XYZ):
```
14
Properties=species:S:1:pos:R:3:forces:R:3
N 1.934099 1.092047 0.051914 1.2 -1.5 -0.3
N -0.890205 0.414882 0.072313 5.1 0.0 0.1
C -0.792564 -1.018398 0.150454 -2.8 -4.8 2.5
C 1.042816 0.182322 0.043072 -2.4 3.9 0.1
C -1.740700 1.285026 -0.139324 -2.2 1.4 -0.5
C 0.638225 -1.182369 -0.130161 2.6 -0.9 0.7
H 2.959704 0.859317 -0.159979 -1.4 -0.1 0.4
H -2.741932 0.783996 -0.273296 0.4 1.2 0.0
H 1.866139 2.094383 0.272205 -0.8 -0.2 -0.1
H 1.202057 -1.775285 0.651217 -0.4 0.0 -1.2
H -1.500279 -1.821358 -0.380893 1.1 2.5 0.6
H -0.870407 -1.390480 1.273207 -0.4 1.3 -2.0
H 0.915119 -1.396309 -1.154565 0.2 -0.8 -0.5
H -1.549519 2.428722 -0.202619 -0.3 -2.1 0.2
```
Positions in Å, forces in eV/Å.

H30O15 as an isolated structure. Source: the Open Molecules 2025 dataset; level of theory: the ωB97M-V functional and the def2-TZVPD basis.

Properties
**Total charge**: 0
**LUMO level**: -0.6 eV

Structure (XYZ):
```
45
Properties=species:S:1:pos:R:3:forces:R:3
O 4.729876 -2.237794 -1.741499 3.9 -2.6 -0.7
O 0.395597 1.732463 3.025624 -0.2 -3.2 -0.3
O 2.119560 -2.377666 -3.478383 3.4 2.0 -0.2
O -1.659522 0.186097 -3.180661 -4.1 -3.4 -2.4
O -2.856151 -0.710570 3.005066 2.1 -0.3 0.3
O -0.175461 1.529647 -3.310502 3.4 4.0 2.5
O -4.432198 0.511189 -3.211766 1.2 -0.9 -0.1
O 2.859117 -0.126272 0.438057 -1.9 8.6 -0.4
O -3.669988 2.151130 0.582889 0.6 -0.3 0.1
O -0.499696 -0.127873 -0.015726 -3.1 2.3 0.5
O -0.531247 3.465927 4.621426 -2.1 1.0 -0.4
O 0.796510 -2.448897 -1.201136 2.9 2.1 -1.7
O -1.043323 3.678347 0.835552 0.2 0.2 -0.4
O 3.571913 -1.526663 1.255647 3.2 -8.8 3.5
O 0.415498 -2.809078 1.654455 0.9 5.0 -0.2
H 1.557492 -2.232169 -0.632463 -0.1 -0.1 -0.2
H 3.983142 -1.727920 -1.739571 -2.7 1.9 -0.7
H -0.556289 2.511702 4.411786 -0.3 1.0 -0.2
H 4.066620 -1.242526 1.996996 1.2 0.2 1.0
H -1.351868 3.904167 4.192368 2.2 -1.4 1.0
H -4.557142 1.806853 0.639522 -0.6 0.0 0.0
H 0.321431 -2.890645 -0.578409 -2.7 -2.2 2.7
H -1.958444 -0.391810 3.328018 -2.1 -0.3 -0.6
H -1.354986 2.773718 0.925886 -0.2 0.2 0.0
H 1.149223 2.215544 3.339769 0.6 0.6 0.3
H 4.096554 -1.376286 0.468712 0.6 -0.4 0.7
H -1.267586 3.932992 -0.073540 0.0 -0.2 0.4
H 1.989562 -2.528355 -2.538094 -0.7 -0.4 -0.1
H -0.845955 1.601102 -2.590014 1.7 0.4 -0.7
H 0.317030 -0.513947 0.062409 3.0 -1.9 -0.1
H -3.465600 0.185410 -3.296540 -2.7 0.9 0.5
H 0.872077 -2.335253 2.398619 -0.6 -1.3 -1.1
H -0.471469 0.513751 0.716844 -0.3 -0.1 -0.4
H 5.037696 -2.498823 -2.654109 -1.0 0.7 1.5
H -5.037346 -0.235701 -3.040491 0.8 0.4 -0.2
H -1.863584 -0.265530 -2.402692 -0.2 -1.4 2.6
H -3.152295 1.350769 0.415695 -0.1 0.1 -0.1
H -3.499751 -0.015777 3.096318 0.0 0.7 0.3
H -2.047771 -0.394437 -3.866037 0.6 0.0 0.1
H 0.298247 -3.684349 1.819389 -0.3 -3.8 1.3
H 2.467763 0.655754 0.827324 -0.5 0.8 -0.7
H 0.578536 0.773256 3.261341 -0.1 1.8 -0.4
H 2.446125 -0.348098 -0.320686 -2.7 -0.2 -4.2
H -0.761769 1.372202 -4.000303 -0.6 0.0 -2.0
H 2.989872 -1.805579 -3.447089 -2.7 -1.6 -0.7
```
Positions in Å, forces in eV/Å.

A 11-piece molecular cluster, C21H64N8O11 overall. Source: the Open Molecules 2025 dataset; level of theory: the ωB97M-V functional and the def2-TZVPD basis.

Properties
**Total charge**: 0
**LUMO level**: 0.2 eV

Structure (XYZ):
```
104
Properties=species:S:1:pos:R:3:forces:R:3
O -1.926752 1.218133 -2.759667 -1.1 3.7 -5.0
O 2.325400 1.767863 -4.379740 0.1 0.7 1.4
O -1.553594 3.148731 -0.071708 -3.1 -4.0 5.5
O 0.285110 1.865150 1.899456 1.4 5.8 3.4
O 4.852527 0.078927 1.870633 7.1 -6.4 -4.5
O 1.785570 -2.062018 -2.795141 5.1 3.1 1.8
O -1.642863 -2.834551 0.811685 -2.2 -1.4 4.9
O -0.643193 -3.611650 -1.543723 7.4 -3.2 6.0
O 2.278959 -4.870272 0.942374 7.4 -5.4 -2.0
O 1.580198 -0.039852 -0.067325 2.2 1.3 -0.1
O -1.923520 0.300646 1.888066 4.4 -4.9 -0.1
N 0.940845 3.297873 3.695122 0.7 -0.3 2.8
N 3.808845 -2.855083 -2.183734 9.9 -3.8 -12.1
N -2.489130 -4.317333 2.431068 -0.1 -0.9 0.5
N -2.231390 -2.192197 2.914099 -0.1 3.3 2.5
N -3.311359 2.665136 -3.938122 -3.3 3.4 2.0
N -1.787038 1.660676 -5.086950 2.5 -1.1 -4.1
N 2.964217 -2.141204 -0.805905 -3.0 11.2 10.8
N 0.393154 4.207558 1.713385 0.1 -0.2 0.5
C 1.207033 -4.423513 1.431608 -5.4 3.2 4.6
C -1.395140 5.435126 -0.658213 0.5 -0.2 -1.7
C 4.127421 1.008242 2.252349 -5.6 5.6 1.6
C 2.937878 0.355272 2.811852 -1.6 0.9 4.3
C -0.898611 -3.655640 -3.810019 -2.2 0.5 0.7
C 0.907605 -4.889904 2.860437 -2.1 -0.9 0.0
C 2.938361 -1.897629 -2.090651 -10.1 -5.8 -3.6
C -4.175545 0.190326 2.507184 -1.3 0.9 0.7
C -1.685550 -1.785489 -2.416595 0.5 1.0 -1.2
C 0.193154 3.556207 -1.448256 1.6 0.8 -0.6
C 0.528595 3.111519 2.494889 -1.8 -4.3 -6.5
C -2.978299 0.981134 2.086053 -4.5 4.9 2.3
C 1.421592 0.831368 -3.813674 -0.4 -0.9 -0.6
C 3.708065 1.967109 1.199931 1.0 2.2 0.0
C -2.270975 1.892686 -3.892072 1.4 -4.8 5.3
C 0.272450 0.021688 -0.435081 -2.2 -2.1 -1.2
C -2.119858 -3.111248 2.038521 2.1 0.1 -7.1
C -1.417050 -3.246040 -2.430288 -4.6 1.5 -7.1
C -1.232199 3.970631 -0.979067 3.5 3.2 -6.4
C -2.722065 2.175426 3.083092 -0.7 1.0 -1.4
C 1.244251 -2.918517 1.456055 0.6 0.6 0.9
H -3.559589 3.167121 -4.799960 0.1 -0.3 1.1
H 0.940512 4.205931 4.116348 0.0 0.2 0.0
H 2.413703 1.133376 3.414326 -0.2 -0.7 -0.2
H 0.099954 -3.457517 -3.896081 2.7 0.9 0.0
H -2.021316 -1.237930 2.606996 0.2 -0.2 0.1
H 0.674169 4.403096 -1.957859 -0.3 -0.2 -0.7
H -2.112178 1.823217 3.852645 0.9 -0.7 1.6
H -3.658760 2.988467 -2.999858 0.3 -0.4 -1.8
H 3.057048 2.703858 1.655008 -0.1 0.3 0.2
H 3.243983 -0.427563 3.552288 -0.2 0.5 -0.6
H -2.879373 -4.469563 3.322983 -0.3 0.0 0.9
H -2.332655 -3.763848 -2.219134 -1.9 -0.4 -0.7
H 1.378626 -0.115665 -4.376463 0.5 0.1 0.3
H 4.596231 1.656214 2.964485 0.4 0.5 1.2
H -4.445441 -0.595169 1.839064 0.2 -0.8 -0.4
H -0.846028 5.840486 0.135213 0.7 0.5 1.4
H -1.239171 0.889453 1.604853 1.6 0.5 -0.2
H -2.205927 2.541690 -0.401187 -0.3 -0.8 0.0
H 3.787955 -1.438755 -0.612494 -0.7 -2.0 1.0
H -1.081930 -3.349224 -0.757769 0.1 0.0 2.4
H 0.961085 -2.437995 0.542750 0.6 -0.1 -0.6
H 3.160257 1.601861 0.405912 -1.0 -1.3 -1.7
H 0.308598 -4.684687 0.952528 -1.3 -0.6 -1.5
H -0.068194 4.029201 0.860730 -0.3 -0.3 -0.6
H 1.581606 0.634400 0.595307 0.8 0.6 1.0
H -1.065911 0.937173 -5.204637 -0.7 0.7 0.3
H 5.353435 -0.195449 2.616361 0.9 -1.0 0.5
H -1.017416 -4.667987 -4.009187 -0.3 -2.1 -0.1
H -0.063639 0.996214 -0.293698 -1.1 1.6 0.5
H -0.185116 -0.724671 0.233345 -1.1 0.4 -0.8
H -0.914045 -1.256079 -3.020484 -0.5 -0.2 0.6
H -1.825384 3.904633 -1.892511 -0.4 -0.4 -0.2
H 0.292370 2.609066 -2.085269 -0.5 1.4 1.1
H 3.824440 -3.041185 -3.240449 0.7 -0.6 0.8
H 4.782082 -2.462732 -2.026838 -1.1 -1.1 0.2
H 1.689449 -4.840592 3.580827 0.8 0.7 0.6
H 0.576922 5.177716 1.923413 0.1 -0.4 0.5
H 0.583637 -5.942268 2.903493 0.3 -0.2 -0.4
H -5.128833 0.778108 2.642256 1.2 -0.1 -0.3
H -1.697332 -1.402254 -1.413356 -0.2 0.3 0.4
H -2.415931 5.638014 -0.612282 -1.9 0.3 1.0
H 1.703134 0.598734 -2.775175 0.0 0.2 -0.5
H -2.752284 -2.316446 3.767153 0.1 -0.1 -0.1
H 2.186132 -2.609605 1.941091 0.1 0.1 -0.9
H -3.928499 -0.154454 3.492699 -0.2 -0.8 0.6
H 2.465826 1.660974 -5.302800 -0.1 -0.5 -1.0
H -3.149291 1.474829 1.207613 -1.6 1.5 -2.7
H 4.538328 2.517578 0.733360 0.1 -0.2 0.3
H 2.547974 -5.748308 1.388719 -0.7 2.1 -1.3
H -1.423592 -3.139786 -4.579915 -0.5 0.6 -0.7
H 0.536543 -2.520964 2.129675 -1.2 0.2 1.0
H 0.834721 2.514608 4.294067 0.2 -0.6 0.6
H -2.148175 3.025891 2.620035 -0.6 -0.9 0.1
H -2.634400 -1.651807 -2.887873 -0.8 0.6 -0.3
H 2.226746 -0.070092 2.155926 -0.3 -0.5 -0.8
H -1.156168 5.993264 -1.552716 0.7 0.2 -0.3
H 0.386507 1.171329 -3.836012 0.1 0.5 0.4
H -3.649600 2.597652 3.484854 0.1 -0.1 0.0
H -2.085956 2.113748 -6.004656 0.4 -0.8 2.3
H -0.044531 -4.404515 3.170116 1.0 0.1 0.3
H 2.308061 -1.362615 -0.430928 0.5 -2.1 0.5
H 0.902339 3.513608 -0.593487 -0.6 -0.7 -0.3
H -2.608041 -5.040760 1.801088 0.0 -1.3 -1.5
H 0.105234 -0.166316 -1.506378 0.3 -0.5 0.6
```
Positions in Å, forces in eV/Å.

C13H27Cl2N2O3PS in the gas phase. Source: the Open Molecules 2025 dataset; level of theory: the ωB97M-V functional and the def2-TZVPD basis.

Properties
**Total charge**: 0
**LUMO level**: 0.6 eV

Structure (XYZ):
```
49
Properties=species:S:1:pos:R:3:forces:R:3
Cl -0.682600 -3.777136 1.817033 0.9 -1.1 2.2
Cl 4.982672 -0.150354 5.266440 -0.5 -0.9 -0.4
S -1.120365 -0.099624 -0.963081 0.4 -0.3 -1.2
P 2.029114 -1.676250 1.409181 0.3 0.2 0.7
O 3.129903 -0.760038 1.067270 -0.2 0.0 -0.1
O 2.255596 -3.140338 0.637692 -0.5 1.1 1.6
O 0.276976 6.717887 -2.426385 2.5 2.1 -1.5
N 1.959190 -1.794345 3.132329 -1.4 -1.2 -2.4
N 0.514151 -1.118371 0.841438 1.2 -0.1 1.3
C -1.772377 5.298274 -2.638807 0.1 -0.5 0.1
C 2.680323 -0.775064 3.883637 0.8 1.4 -1.3
C 4.105260 -1.290801 4.098216 -0.1 -0.7 1.5
C -1.027438 6.499448 -2.021662 -0.8 -0.6 2.2
C -0.594336 2.641867 0.033205 -0.5 1.0 1.0
C -1.431882 1.362455 0.139055 2.2 -0.4 0.1
C 0.696089 -2.381036 -1.071710 -1.0 0.8 -4.3
C 0.600802 -3.970436 3.229786 0.1 2.0 -1.0
C -0.536927 3.491372 -1.218087 0.0 -1.2 -2.6
C -1.925133 4.083253 -1.708215 1.0 -0.4 0.3
C 2.060288 -2.960375 -0.783677 0.0 -2.5 -0.5
C 0.911020 -2.566635 3.856981 1.8 -1.5 0.0
C 0.568434 -0.926036 -0.597093 -1.1 0.7 0.7
H 4.729606 -1.246237 3.195181 -0.6 -0.2 0.2
H 0.463641 -2.463883 -2.203660 0.9 0.3 1.4
H 0.537891 7.712814 -2.420737 -1.0 -2.8 0.1
H 1.430508 -4.454607 2.797345 1.3 0.2 -1.3
H 0.416431 -4.721801 3.940766 -1.9 -0.6 1.1
H -0.132429 -2.982714 -0.706951 0.2 0.0 0.6
H -2.830484 5.584102 -2.960533 1.7 -0.2 -0.1
H -2.496648 4.410314 -0.847053 -0.3 -0.2 0.4
H -1.140611 3.352120 0.728516 1.0 -0.9 0.2
H -0.049435 -2.102237 3.896149 -0.5 0.9 0.4
H 2.840379 0.185501 3.312736 -0.7 -1.0 0.2
H -1.606288 7.362239 -2.241188 -0.7 0.9 0.2
H -1.115023 4.904256 -3.418725 -0.5 0.5 -0.7
H -2.450451 1.635045 -0.044897 -0.8 -0.5 0.2
H 1.392572 -0.243337 -0.844937 -0.2 -0.4 -0.2
H 2.173459 -4.005179 -1.302210 -0.4 1.8 1.3
H 4.009013 -2.363921 4.493157 0.7 1.6 -0.2
H -2.498330 3.308054 -2.257271 0.2 0.3 0.5
H -1.152994 0.985447 1.138530 -1.0 0.1 -0.2
H 1.377334 -2.710279 4.887911 -1.0 0.0 -1.1
H -0.910098 6.338381 -0.910913 -1.0 0.2 -0.7
H 2.077935 -0.464338 4.742721 0.5 -0.5 0.3
H 0.402091 2.355443 0.415138 -0.3 0.7 -0.1
H -0.146279 2.797629 -2.044122 -0.5 1.0 0.7
H -0.202323 -1.842849 0.895990 0.2 0.4 1.0
H 2.900436 -2.390424 -1.133852 0.1 0.7 -0.4
H 0.231010 4.282419 -1.160964 -0.4 -0.2 0.3
```
Positions in Å, forces in eV/Å.